## 1
Below is a structure of composition C7H17N, with properties calculated with ωB97M-V with the def2-TZVPD basis set.

Computed properties:
- Lowest unoccupied orbital energy: 0.9 eV

Geometry as ORCA input:
```
! RIJCOSX wB97M-V def2-TZVPD def2/J DEFGRID3
* xyz 0 1
C -1.668 1.649 1.188
C -2.649 1.270 0.061
C -2.831 -0.233 -0.149
C -0.196 1.481 0.716
N 0.157 1.034 -0.482
C 3.406 -0.502 -1.007
C 2.132 -1.327 -0.967
C 1.488 -1.649 0.416
H -1.871 2.659 1.516
H -1.891 0.961 2.014
H -2.429 1.646 -0.948
H -3.589 1.787 0.226
H -3.910 -0.313 -0.396
H -2.279 -0.623 -1.014
H -2.640 -0.917 0.673
H 0.453 1.608 1.592
H -0.435 0.339 0.225
H 3.666 -0.047 -0.026
H 3.255 0.376 -1.638
H 4.292 -1.026 -1.342
H 1.330 -0.810 -1.479
H 2.333 -2.301 -1.454
H 1.202 -0.689 0.871
H 0.580 -2.212 0.252
H 2.096 -2.160 1.154
*
```

natural (NBO) population analysis, charges in e, atoms 1 to 5: -0.491 -0.420 -0.640 0.092 -0.616

## 2
Below is the molecule C7H17N, with properties calculated with ωB97M-V with the def2-TZVPD basis set.

Computed properties:
- Lowest unoccupied orbital energy: 1.2 eV
- Structure (SMILES): CCCN[C@@H](C)CC

Geometry as ORCA input:
```
! RIJCOSX wB97M-V def2-TZVPD def2/J DEFGRID3
* xyz 0 1
C -0.393 2.352 -3.189
C -0.402 2.032 -1.602
C 0.705 1.059 -1.275
N -0.070 0.021 -0.368
C 0.429 -0.498 0.978
C -0.660 0.023 1.942
C 0.168 -2.022 1.068
C 0.551 -2.788 2.308
H -0.586 3.360 -3.515
H 0.666 2.173 -3.330
H -1.061 1.678 -3.830
H -0.191 3.015 -1.036
H -1.502 1.606 -1.197
H 1.546 1.572 -0.601
H 1.079 0.731 -2.228
H -0.286 -0.701 -1.023
H 1.439 -0.222 1.186
H -0.828 -0.563 2.929
H -1.675 0.107 1.616
H -0.253 1.046 2.414
H 0.421 -2.548 0.063
H -0.963 -2.241 0.889
H -0.050 -3.720 2.473
H 0.368 -2.169 3.203
H 1.549 -3.303 2.123
*
```

natural (NBO) population analysis, charges in e, atoms 1 to 5: -0.624 -0.410 -0.239 -0.656 -0.069

## 3
Below is a cluster of 2 separate species, C7H17N in total, with properties calculated with ωB97M-V with the def2-TZVPD basis set.

Computed properties:
- Lowest unoccupied orbital energy: -2.5 eV

Geometry as ORCA input:
```
! RIJCOSX wB97M-V def2-TZVPD def2/J DEFGRID3
* xyz 0 1
C -2.592 0.055 0.225
C -2.353 -0.479 -1.379
C -1.691 -0.476 1.231
N 2.543 -0.300 -0.446
C 2.721 0.698 -1.433
C 0.548 1.050 0.218
C 1.247 -0.318 0.223
C 1.486 -0.906 1.598
H -3.663 -0.173 0.312
H -2.630 1.157 0.046
H -2.021 0.241 -2.115
H -3.269 -1.035 -1.708
H -1.645 -1.291 -1.171
H -2.120 -1.380 1.613
H -1.458 0.285 1.999
H 2.765 1.771 -1.195
H 3.723 0.535 -1.848
H 2.099 0.570 -2.344
H 0.927 1.693 1.023
H -0.509 0.738 0.402
H 0.639 1.545 -0.753
H 0.577 -0.938 -0.398
H 0.739 -0.704 2.349
H 1.599 -1.977 1.476
H 2.339 -0.360 2.074
*
```

natural (NBO) population analysis, charges in e, atoms 1 to 5: -0.493 -0.605 -0.397 -0.267 -0.504

Question: which arrangement is favored energetically? Ranking from most to least stable: 2, 1, 3.